# 1
DFT (ωB97M-V/def2-TZVPD) results for the molecule C4H8N4O.

Computed properties:
SMILES: NNC(=O)/C=N/N1CC1
Energy above the lowest of the compared OMol25 structures with the same formula, charge and spin: 117.6 kcal per mole
Net charge: 0
HOMO energy: -0.34677 hartree
Gap between HOMO and LUMO: 9.44 eV
E_tot: -12281.3394 eV

Last column: natural (NBO) charge in e.
Geometry (Å):
N1 -1.9564 -1.0217 -1.1279  -0.67
N2 -1.8172 0.5079 -1.4219  -0.48
C1 -1.0137 1.3517 -0.6497  0.57
O1 -1.3185 2.5457 -0.6209  -0.58
C2 0.2119 0.8629 -0.0026  0.02
N3 0.4697 -0.3749 0.2261  -0.26
N4 1.7724 -0.4572 0.7081  -0.28
C3 1.7424 -1.0368 2.0146  -0.26
C4 2.1296 -1.9247 0.9013  -0.27
H1 -1.2996 -1.0110 -0.2553  0.39
H2 -1.5193 -1.5155 -2.0037  0.36
H3 -2.7583 0.9044 -1.6383  0.40
H4 0.9201 1.6048 0.1890  0.21
H5 2.4928 -0.5342 2.7498  0.22
H6 0.7437 -1.1986 2.4476  0.21
H7 1.1933 -2.5036 0.6101  0.21
H8 3.0747 -2.2094 0.5958  0.22

Cartesian forces (eV/Å) of the 3 atoms listed first:
N 2.1063 2.3844 -0.1909
N -0.8268 -1.9071 0.5378
C -2.5801 0.6462 -1.2912

# 2
DFT (ωB97M-V/def2-TZVPD) results for the molecule C4H8N2OS.

Computed properties:
SMILES: CN/N=C\CC(O)=S
Energy above the lowest of the compared OMol25 structures with the same formula, charge and spin: 89.2 kcal per mole
Net charge: 0
HOMO energy: -0.31453 hartree
Gap between HOMO and LUMO: 8.88 eV
E_tot: -20136.9679 eV

Last column: natural (NBO) charge in e.
Geometry (Å):
C1 -2.1789 -0.2903 0.6108  -0.45
N1 -1.2132 -0.8271 -0.2885  -0.54
N2 -0.7176 0.5014 -1.0574  -0.30
C2 0.2659 1.0936 -0.6455  0.10
C3 1.2350 0.6886 0.4448  -0.58
C4 2.2175 -0.3341 -0.1651  0.21
O1 1.7110 -1.4881 -0.5914  -0.67
S1 3.7803 -0.0490 -0.0011  -0.04
H1 -2.3934 -1.0898 1.5412  0.22
H2 -1.5901 0.6230 1.0584  0.20
H3 -2.9940 0.1214 -0.0792  0.21
H4 -1.6940 -1.1347 -1.1373  0.37
H5 0.5060 2.0213 -1.4175  0.22
H6 1.6286 1.6620 0.8600  0.27
H7 0.7373 -0.0166 1.1886  0.25
H8 0.6996 -1.4817 -0.3206  0.51

Cartesian forces (eV/Å) of the 3 atoms listed first:
C -0.0661 0.9620 2.4529
N 2.5282 1.5264 -2.5327
N -3.5119 -2.9368 -0.7298

# 3
DFT (ωB97M-V/def2-TZVPD) results for a structure of composition C5H13NSi.

Computed properties:
Energy above the lowest of the compared OMol25 structures with the same formula, charge and spin: 83.9 kcal per mole
Net charge: 0
HOMO energy: -0.27653 hartree
Gap between HOMO and LUMO: 8.30 eV
E_tot: -14760.4227 eV

Last column: natural (NBO) charge in e.
Geometry (Å):
C1 -2.4444 -0.2478 0.4174  -0.30
C2 -2.3239 1.1172 -0.0654  -0.28
C3 0.8726 0.3028 -1.8628  -1.14
C4 0.9995 -1.9056 0.3665  -1.13
C5 1.7788 1.0357 1.1858  -1.19
N1 -1.3907 0.6169 0.8617  -0.64
Si1 0.8116 -0.0276 0.0336  1.71
H1 -3.1598 -0.3905 1.2426  0.17
H2 -2.3080 -1.2026 -0.0439  0.18
H3 -2.0613 1.4896 -1.1100  0.18
H4 -3.2085 1.6707 0.3956  0.17
H5 0.1993 0.9897 -2.2946  0.25
H6 1.8585 0.4152 -2.2004  0.24
H7 0.7427 -0.6015 -2.5224  0.25
H8 1.8885 -2.2016 0.7711  0.24
H9 0.3793 -2.4116 1.0899  0.26
H10 1.0317 -2.4060 -0.6190  0.24
H11 2.8954 0.8749 0.9713  0.24
H12 1.8071 2.1551 1.1464  0.27
H13 1.6314 0.7271 2.2366  0.26

Cartesian forces (eV/Å) of the 3 atoms listed first:
C -0.8503 -1.4605 1.3919
C -2.1729 1.9327 -1.6433
C -0.3110 -2.7242 0.4173

# 4
DFT (ωB97M-V/def2-TZVPD) results for a structure of composition C25H23BeN6O5P.

Computed properties:
Energy above the lowest of the compared OMol25 structures with the same formula, charge and spin: 5.2 kcal per mole
Net charge: 0
HOMO energy: -0.33385 hartree
Gap between HOMO and LUMO: 9.03 eV
E_tot: -55167.9236 eV

Last column: natural (NBO) charge in e.
Geometry (Å):
Be1 -0.1612 -0.0868 -0.1953  1.65
O1 0.8965 -0.8656 3.1132  -0.62
C1 0.4011 -0.1431 2.2748  0.80
O2 -0.3436 -0.5607 1.2700  -0.98
C2 0.5920 1.3719 2.2873  -0.82
P1 0.9178 1.9239 0.5617  0.74
C3 0.9052 3.7389 0.8079  -0.23
C4 -0.3129 4.4058 0.6848  -0.23
C5 -0.4005 5.7622 0.9634  -0.19
C6 0.7295 6.4633 1.3573  -0.20
C7 1.9454 5.8042 1.4838  -0.21
C8 2.0363 4.4450 1.2150  -0.22
C9 2.6915 1.5625 0.2969  -0.25
C10 3.2861 2.1258 -0.8359  -0.23
C11 4.6062 1.8533 -1.1527  -0.21
C12 5.3498 1.0034 -0.3421  -0.20
C13 4.7659 0.4322 0.7784  -0.22
C14 3.4390 0.7063 1.1016  -0.24
H1 1.3461 1.6999 2.9974  0.25
H2 -0.3719 1.8109 2.5538  0.27
H3 -1.1939 3.8587 0.3663  0.23
H4 -1.3511 6.2730 0.8699  0.22
H5 0.6656 7.5247 1.5636  0.22
H6 2.8294 6.3459 1.7975  0.22
H7 2.9844 3.9354 1.3268  0.22
H8 2.7017 2.7922 -1.4640  0.22
H9 5.0561 2.2991 -2.0314  0.22
H10 6.3831 0.7836 -0.5848  0.22
H11 5.3479 -0.2242 1.4139  0.22
H12 2.9958 0.2428 1.9773  0.23
O3 -1.4835 -1.7053 -1.9653  -0.45
N1 -1.8842 -0.5417 -2.0007  0.73
O4 -2.6844 -0.0999 -2.7961  -0.39
O5 -1.3300 0.3318 -1.1657  -0.78
C15 1.2067 -3.0881 0.3493  -0.69
C16 1.6356 -2.1378 -0.7147  0.45
N2 1.1399 -0.9400 -0.9761  -0.69
C17 1.7574 -0.4734 -2.1213  -0.06
C18 2.6642 -1.3779 -2.5389  -0.08
N3 2.5816 -2.4269 -1.6401  -0.35
C19 3.4373 -3.5946 -1.6873  -0.04
N4 4.8098 -3.2384 -1.4559  -0.22
N5 5.6453 -3.0526 -2.5112  -0.01
N6 6.7996 -2.7207 -2.0788  -0.20
C20 6.7563 -2.6799 -0.6956  0.02
C21 7.7502 -2.3793 0.2383  -0.17
C22 7.4017 -2.4279 1.5684  -0.23
C23 6.0958 -2.7715 1.9752  -0.19
C24 5.1049 -3.0672 1.0653  -0.26
C25 5.4697 -3.0172 -0.2834  0.16
H13 0.5557 -2.5828 1.0553  0.30
H14 2.0543 -3.4927 0.9006  0.22
H15 0.6480 -3.9143 -0.0980  0.24
H16 1.5017 0.4826 -2.5485  0.23
H17 3.3564 -1.3834 -3.3646  0.24
H18 3.3821 -4.0506 -2.6699  0.24
H19 3.1115 -4.3077 -0.9379  0.23
H20 8.7521 -2.1245 -0.0836  0.23
H21 8.1368 -2.1973 2.3280  0.22
H22 5.8626 -2.8011 3.0323  0.23
H23 4.1046 -3.3214 1.3911  0.22

Cartesian forces (eV/Å) of the 3 atoms listed first:
Be -0.1365 -0.5268 -0.3423
O -0.1177 0.0793 -0.1443
C -0.0989 -0.1292 -0.1233

# 5
DFT (ωB97M-V/def2-TZVPD) results for a structure of composition C13H38BCl2F4O12.

Computed properties:
Energy above the lowest of the compared OMol25 structures with the same formula, charge and spin: 81.9 kcal per mole
Net charge: -1
HOMO energy: -0.25416 hartree
Gap between HOMO and LUMO: 9.53 eV
E_tot: -75263.0300 eV

Last column: natural (NBO) charge in e.
Geometry (Å):
B1 0.2902 -0.3151 -0.1081  1.31
F1 -0.5075 0.6624 -0.6504  -0.54
F2 1.1667 0.3531 0.6015  -0.55
F3 -0.4368 -1.2169 0.6850  -0.57
F4 0.9315 -1.0792 -1.0791  -0.56
C1 -0.7763 -4.2511 -0.4034  -0.10
C2 -1.6332 -4.2840 -1.6628  -0.09
O1 -1.0624 -4.8295 -2.8518  -0.73
O2 0.5024 -3.7294 -0.6383  -0.75
H1 -0.6303 -5.2217 0.0705  0.17
H2 -1.3636 -3.6530 0.2933  0.19
H3 -1.9919 -3.2742 -1.8625  0.15
H4 -2.5496 -4.8634 -1.5507  0.17
H5 -0.1144 -4.8659 -2.7044  0.47
H6 0.4004 -2.7823 -0.5192  0.50
C3 -0.3585 -1.7382 -4.0530  -0.07
C4 -0.3013 -0.4647 -4.9635  -0.08
O3 -1.6362 -0.3012 -5.4834  -0.74
O4 0.8708 -2.1076 -3.5552  -0.74
H7 -0.7055 -2.5421 -4.7021  0.16
H8 -1.1125 -1.6842 -3.2677  0.17
H9 0.4252 -0.4904 -5.7757  0.16
H10 -0.1517 0.4750 -4.4318  0.17
H11 -1.7066 0.5122 -5.9884  0.46
H12 0.6290 -2.3438 -2.6566  0.50
C5 -1.4568 -0.3607 3.7728  -0.09
C6 -1.5105 -0.6708 5.3393  -0.08
O5 -0.7134 0.3475 5.9594  -0.73
O6 -0.2731 -0.0032 3.2573  -0.75
H13 -2.2126 0.3457 3.4295  0.16
H14 -1.7952 -1.2628 3.2630  0.17
H15 -1.1448 -1.6493 5.6504  0.18
H16 -2.5369 -0.4506 5.6330  0.16
H17 -0.5388 0.9831 5.2614  0.47
H18 -0.2982 -0.0927 2.3018  0.51
C7 3.7185 1.7853 -2.3898  -0.06
C8 2.9704 0.4369 -2.5207  -0.07
O7 2.8325 0.0642 -3.8108  -0.75
O8 4.2786 1.8510 -1.1607  -0.75
H19 3.1051 2.6864 -2.3859  0.15
H20 4.6131 1.7932 -3.0125  0.16
H21 2.0633 0.5734 -1.9319  0.16
H22 3.6417 -0.3116 -2.0997  0.15
H23 2.3078 -0.7378 -3.8679  0.50
H24 3.7160 2.2616 -0.5001  0.49
C9 -2.9979 2.5049 -0.4010  -0.10
C10 -4.3601 3.0287 0.0594  -0.09
O9 -5.3297 1.9891 0.3786  -0.71
O10 -2.4345 1.6240 0.4836  -0.74
H25 -2.3742 3.2350 -0.9169  0.16
H26 -3.3352 1.8708 -1.2209  0.15
H27 -4.7176 3.6951 -0.7255  0.17
H28 -4.1515 3.6542 0.9273  0.15
H29 -5.0049 1.8041 1.2629  0.47
H30 -1.6677 1.3677 -0.0340  0.50
C11 1.9239 3.8468 3.1351  -0.10
C12 2.5624 4.1446 1.8150  -0.08
O11 2.6895 3.0298 1.0123  -0.74
O12 0.5142 3.4396 2.9898  -0.74
H31 1.9766 4.7384 3.7599  0.18
H32 2.5923 3.1391 3.6255  0.18
H33 3.5555 4.5504 2.0077  0.17
H34 2.1487 4.9262 1.1777  0.16
H35 1.9106 2.4750 1.0969  0.49
H36 0.4671 2.4812 3.0165  0.49
C13 1.4358 -2.9777 2.5272  -0.40
Cl1 -0.1299 -3.6622 2.9162  -0.02
Cl2 2.2335 -2.9467 4.1012  -0.06
H37 2.1372 -3.5561 1.9259  0.23
H38 1.4118 -1.9555 2.1494  0.25

Cartesian forces (eV/Å) of the 3 atoms listed first:
B -0.7305 -1.2187 -1.0566
F -0.8042 0.1794 -1.8249
F 2.8876 1.4333 2.6705

# 6
DFT (ωB97M-V/def2-TZVPD) results for a structure of composition C4H11BeO3PS.

Computed properties:
Net charge: +2
HOMO energy: -0.66917 hartree
Gap between HOMO and LUMO: 7.26 eV
E_tot: -30973.3437 eV

Last column: natural (NBO) charge in e.
Geometry (Å):
C1 2.5677 -1.0908 -0.3838  -0.62
C2 2.3419 0.4083 -0.2311  -0.74
P1 0.7491 1.0036 0.6236  1.13
C3 -0.1372 1.9754 -0.5772  -1.00
O1 -0.0239 -0.1564 1.2339  -1.03
S1 -1.2072 -1.4460 0.4554  1.81
O2 -1.3529 -2.3729 1.5104  -0.75
O3 -2.3121 -0.3496 0.4616  -0.73
C4 -3.6806 -0.8275 0.0984  -0.27
H1 3.5081 -1.2682 -0.9031  0.28
H2 2.6004 -1.6110 0.5693  0.25
H3 1.7722 -1.4858 -1.0142  0.26
H4 3.2355 0.7679 0.4334  0.06
H5 2.4565 0.9437 -1.1777  0.31
H6 -0.4892 1.3315 -1.3854  0.29
H7 0.5160 2.7519 -0.9790  0.28
H8 -1.0034 2.4375 -0.1025  0.31
H9 -4.2302 -0.9623 1.0215  0.24
H10 -3.6265 -1.7651 -0.4525  0.21
H11 -4.1008 -0.0476 -0.5223  0.23
Be1 2.4164 1.7632 1.3213  1.47

Cartesian forces (eV/Å) of the 3 atoms listed first:
C 0.2138 0.0001 -0.0258
C -0.1902 0.2876 0.3219
P -0.6362 0.1431 -0.6400

Which value of gap between HOMO and LUMO does entry 4 give? 9.03 eV

Which of these has the highest HOMO energy? C13H38BCl2F4O12

Which value of net charge does entry 5 give? -1

Which value of E_tot does entry 6 give? -30973.3437 eV